(a)
ORCA calculation (ωB97M-V/def2-TZVPD) on 7 unconnected molecules or ions with the total composition H14O7.

Summary:
**Kohn-Sham gap**: 9.27 eV
**SMILES string**: O.O.O.O.O.O.O
**Lowest unoccupied orbital energy**: -0.18 eV

XYZ file:
```
21
Properties=species:S:1:pos:R:3:lowdin_charge:R:1
H -2.945 2.145 1.098 0.005
H 3.553 -0.619 0.783 0.060
H 0.171 -3.119 -0.760 0.027
H 0.051 -1.642 -0.451 -0.015
H 0.053 0.917 -1.529 -0.023
H 3.434 -0.881 -2.012 0.055
O 0.235 -2.254 -1.164 -0.044
H 1.247 0.605 -2.407 -0.031
H 0.796 -0.160 0.591 0.005
O 2.839 -0.135 -1.942 -0.034
H -2.818 -0.505 2.764 0.028
H -3.925 -1.194 1.993 0.038
H -0.626 0.260 0.899 0.056
O 2.693 -0.275 1.024 -0.031
O 0.033 0.270 0.205 -0.035
H 2.838 0.084 -1.010 0.005
H 2.883 0.525 1.513 0.070
O -3.178 2.644 0.316 -0.050
O 0.369 0.986 -2.430 -0.072
O -3.566 -0.329 2.193 -0.043
H -4.135 2.676 0.327 0.030
```

***

(b)
ORCA calculation (ωB97M-V/def2-TZVPD) on 7 unconnected molecules or ions with the total composition H14O7.

Summary:
**Kohn-Sham gap**: 11.50 eV
**SMILES string**: O.O.O.O.O.O.O
**Lowest unoccupied orbital energy**: 0.50 eV

XYZ file:
```
21
Properties=species:S:1:pos:R:3:lowdin_charge:R:1
O -2.090 1.296 1.232 -0.148
H 1.328 -1.950 1.492 0.067
H 2.666 -1.064 1.227 0.048
O -0.091 0.228 0.012 -0.126
H 3.033 0.377 -0.593 0.053
H -1.752 -1.668 -2.069 0.085
H -3.263 0.661 0.088 0.008
O 1.730 -1.072 1.630 -0.102
H -1.226 1.073 0.704 0.024
H -3.827 -0.854 0.569 0.157
H -2.295 2.266 1.006 0.088
H -2.341 -1.276 -0.765 0.006
O -1.529 -1.721 -1.106 -0.083
H 0.765 -0.004 0.598 0.103
H 1.186 1.082 -0.796 -0.024
H 1.900 2.391 -1.092 0.099
O -3.727 -0.153 -0.272 -0.169
H 4.413 -0.015 0.108 0.087
H -0.361 -0.557 -0.514 0.035
O 3.546 -0.456 -0.182 -0.153
O 1.936 1.415 -1.277 -0.056
```

***

(b) ends up most stable, edging out the next structure by 36.5 kJ/mol.

***

(a)
ORCA calculation (ωB97M-V/def2-TZVPD) on 7 unconnected molecules or ions with the total composition H14O7.

Summary:
**Kohn-Sham gap**: 11.26 eV
**SMILES string**: O.O.O.O.O.O.O
**Lowest unoccupied orbital energy**: 0.36 eV

XYZ file:
```
21
Properties=species:S:1:pos:R:3:lowdin_charge:R:1
O -0.041 0.277 -2.563 -0.003
H 2.388 -0.327 2.812 0.113
H 0.284 -2.820 -2.134 0.040
O 2.043 1.563 0.174 -0.118
H 1.866 0.355 1.569 -0.074
H 0.363 0.240 -3.394 0.027
H -1.466 -1.126 2.630 0.034
O -2.284 -0.367 -0.728 -0.084
H -1.522 2.054 0.326 0.069
H 1.120 -1.462 -2.016 0.041
H -1.528 -0.530 -0.072 0.039
O 1.595 -0.216 2.202 -0.030
H -1.000 1.489 1.553 0.017
O -0.771 2.212 0.961 -0.067
H 1.480 1.246 -0.605 0.063
H -2.982 -0.832 -0.289 0.021
H 1.328 2.180 0.584 0.072
O 1.203 -2.471 -2.167 -0.119
H -0.064 -0.751 1.965 0.048
H -0.961 0.266 -2.601 -0.001
O -1.052 -0.980 1.791 -0.087
```

***

(b)
ORCA calculation (ωB97M-V/def2-TZVPD) on 7 unconnected molecules or ions with the total composition H14O7.

Summary:
**Kohn-Sham gap**: 11.57 eV
**SMILES string**: O.O.O.O.O.O.O
**Lowest unoccupied orbital energy**: 0.48 eV

XYZ file:
```
21
Properties=species:S:1:pos:R:3:lowdin_charge:R:1
H 3.570 -2.724 -2.668 0.025
H -1.424 4.998 2.700 0.016
H 1.090 -1.722 0.389 0.001
H 1.292 0.542 0.951 0.050
H 0.363 -0.504 -1.556 0.028
H -2.038 3.581 2.943 0.034
H 1.087 -0.154 2.324 0.049
H 3.227 -1.308 -3.075 0.030
O -2.157 1.433 -0.747 -0.074
O -1.452 -0.593 1.566 -0.040
H -0.725 -1.088 -2.325 0.049
O -1.506 4.289 3.320 -0.051
O -0.351 -0.223 -2.153 -0.056
H -1.592 0.707 -1.068 -0.013
H -1.929 -1.413 1.613 0.035
H -2.728 1.566 -1.507 0.038
O 3.388 -1.860 -2.313 -0.043
O 1.544 -0.214 1.482 -0.044
O 0.790 -2.258 -0.364 -0.069
H -1.841 -0.055 0.874 -0.001
H 1.392 -3.001 -0.387 0.036
```

***

(b) ends up most stable, edging out the next structure by 9.4 kJ/mol.

***

(a)
ORCA calculation (ωB97M-V/def2-TZVPD) on C4H4N2O2 in the gas phase.

Summary:
**Kohn-Sham gap**: 10.08 eV
**SMILES string**: O[C@@H]1Cc2nonc21
**Lowest unoccupied orbital energy**: -0.22 eV

XYZ file:
```
12
Properties=species:S:1:pos:R:3:lowdin_charge:R:1
C -0.281 1.214 -0.126 -0.047
C 1.031 0.668 -0.228 -0.183
N 2.402 0.569 -0.070 0.147
H -0.676 1.997 0.424 0.091
H -2.718 -1.262 0.303 0.226
O -1.944 -0.870 -0.440 -0.071
H -0.917 -0.482 1.403 0.194
N 1.401 -1.683 -0.115 0.211
C -0.875 -0.274 0.219 -0.284
O 2.591 -0.799 -0.160 -0.159
C 0.523 -0.699 -0.137 -0.242
H -0.536 1.621 -1.074 0.117
```

***

(b)
ORCA calculation (ωB97M-V/def2-TZVPD) on C4H4N2O2 in the gas phase.

Summary:
**Kohn-Sham gap**: 10.86 eV
**SMILES string**: NC(=O)c1cnoc1
**Lowest unoccupied orbital energy**: 0.70 eV

XYZ file:
```
12
Properties=species:S:1:pos:R:3:lowdin_charge:R:1
H 1.680 1.272 -0.678 0.079
O -2.463 -0.401 -0.154 -0.004
N -2.263 0.836 0.336 0.057
C -1.316 -1.019 -0.285 -0.061
O 1.571 -1.700 0.319 0.084
C -0.338 -0.203 0.177 -0.081
H -1.368 -1.962 -0.668 0.118
C 1.217 -0.566 0.148 -0.472
H 2.944 0.263 -0.432 0.121
N 2.002 0.537 -0.111 0.150
C -1.004 1.031 0.509 -0.074
H -0.662 1.912 0.840 0.083
```

***

(b) ends up most stable, edging out the next structure by 485.5 kJ/mol.

***

(a)
ORCA calculation (ωB97M-V/def2-TZVPD) on C4H4N2O2 in the gas phase.

Summary:
**Kohn-Sham gap**: 9.51 eV
**SMILES string**: O=C/N=c1/[nH]cco1
**Lowest unoccupied orbital energy**: 0.49 eV

XYZ file:
```
12
Properties=species:S:1:pos:R:3:lowdin_charge:R:1
H 2.859 -0.700 0.285 0.099
C 1.533 0.962 -0.069 -0.046
O 0.131 0.900 -0.236 0.035
H -2.192 1.343 0.224 0.144
C 1.956 -0.271 0.057 -0.074
O -3.681 0.013 -0.064 0.041
C -0.300 -0.411 -0.151 -0.397
N 0.862 -1.115 -0.138 0.121
C -2.514 0.248 0.058 -0.379
N -1.523 -0.684 -0.088 0.143
H 2.012 1.884 0.128 0.115
H 0.856 -2.169 -0.006 0.200
```

***

(b)
ORCA calculation (ωB97M-V/def2-TZVPD) on C4H4N2O2 in the gas phase.

Summary:
**Kohn-Sham gap**: 8.68 eV
**SMILES string**: C=C/C(C#N)=[N+](/[O-])O
**Lowest unoccupied orbital energy**: -0.49 eV

XYZ file:
```
12
Properties=species:S:1:pos:R:3:lowdin_charge:R:1
C -0.522 0.104 0.188 -0.174
O -0.544 -2.213 -0.001 0.065
C -1.213 1.374 0.088 -0.149
N -1.758 2.349 -0.135 0.183
O -2.449 -1.003 0.093 0.068
H -1.137 -2.870 -0.435 0.145
C 0.964 0.034 0.015 -0.080
N -1.253 -0.976 0.123 -0.280
H 1.182 -0.901 -0.309 0.051
H 1.841 2.073 0.504 0.072
H 2.970 0.998 -0.228 0.056
C 1.919 1.031 0.098 0.045
```

***

(a) ends up most stable, edging out the next structure by 372.1 kJ/mol.